DFT (the ωB97M-V functional and the def2-TZVPD basis) results for a structure of composition C25H38AuN4O3S2Si.

The geometry in ORCA input format:
```
! RIJCOSX wB97M-V def2-TZVPD def2/J DEFGRID3
* xyz 1 1
Au 1.245 -1.167 0.224
N 5.501 -1.051 0.496
C 4.208 -1.179 0.179
S 3.080 -0.740 1.482
N 3.909 -1.582 -1.027
N 2.577 -1.682 -1.245
C 2.075 -2.219 -2.307
C 2.889 -2.733 -3.425
C 2.611 -2.308 -4.724
C 3.378 -2.765 -5.783
C 4.411 -3.663 -5.553
C 4.686 -4.092 -4.262
C 3.938 -3.621 -3.197
C 0.588 -2.283 -2.343
C -0.118 -2.963 -3.316
C -1.509 -2.912 -3.299
C -2.157 -2.181 -2.324
C -1.399 -1.568 -1.337
N -0.072 -1.644 -1.347
H 5.787 -0.785 1.421
H 6.201 -1.264 -0.195
H 1.816 -1.595 -4.906
H 3.169 -2.421 -6.787
H 5.005 -4.026 -6.381
H 5.491 -4.792 -4.083
H 4.157 -3.950 -2.191
H 0.410 -3.515 -4.078
H -2.074 -3.439 -4.056
H -3.234 -2.098 -2.296
H -1.853 -1.029 -0.514
C 0.973 2.305 -1.482
C -0.286 2.390 -0.632
C -1.531 2.294 -1.502
C -0.296 3.664 0.198
O -0.221 1.233 0.240
Si -1.103 0.770 1.537
S -0.245 -1.161 1.979
O -1.093 1.807 2.772
C -0.260 2.073 3.925
C 1.209 1.921 3.557
C -0.571 3.507 4.324
C -0.647 1.103 5.031
O -2.635 0.602 1.010
C -3.861 0.347 1.737
C -3.596 -0.563 2.929
C -4.425 1.687 2.184
C -4.789 -0.334 0.742
H 0.998 3.113 -2.214
H 0.998 1.354 -2.020
H 1.862 2.377 -0.853
H -1.577 3.148 -2.178
H -2.433 2.280 -0.893
H -1.504 1.383 -2.105
H -0.255 4.533 -0.460
H 0.570 3.693 0.861
H -1.200 3.733 0.803
H 1.464 2.562 2.712
H 1.435 0.885 3.302
H 1.835 2.206 4.404
H -0.300 4.193 3.520
H -0.012 3.782 5.219
H -1.636 3.618 4.531
H -0.505 0.072 4.705
H -1.690 1.247 5.316
H -0.026 1.270 5.912
H -2.956 -0.069 3.663
H -3.121 -1.492 2.609
H -4.536 -0.814 3.422
H -3.707 2.202 2.823
H -5.351 1.544 2.743
H -4.637 2.316 1.319
H -4.369 -1.292 0.429
H -4.926 0.298 -0.137
H -5.764 -0.520 1.192
*
```

lowest unoccupied orbital energy: -0.153 Eh
HOMO: -11.5 eV

DFT (the ωB97M-V functional and the def2-TZVPD basis) results for a structure of composition C25H38P2Pt in a non-equilibrium geometry.

The geometry in ORCA input format:
```
! RIJCOSX wB97M-V def2-TZVPD def2/J DEFGRID3
* xyz 0 3
P -0.308 -2.058 -2.943
P 0.256 1.403 -3.062
C -0.458 -0.990 -4.478
C 0.410 0.284 -4.518
H -1.523 -0.747 -4.599
H -0.188 -1.657 -5.319
H 1.473 0.031 -4.638
H 0.122 0.916 -5.380
C -1.430 2.074 -3.310
H -1.655 2.754 -2.478
H -2.174 1.264 -3.304
H -1.471 2.603 -4.270
C 1.370 2.787 -3.421
H 1.016 3.299 -4.332
H 2.401 2.413 -3.568
H 1.366 3.492 -2.568
C -1.263 -3.517 -3.520
H -1.206 -4.325 -2.775
H -0.854 -3.871 -4.482
H -2.323 -3.239 -3.654
C 1.425 -2.626 -3.172
H 2.127 -1.780 -3.126
H 1.524 -3.124 -4.147
H 1.675 -3.326 -2.364
Pt -0.087 -0.528 1.655
C 0.397 1.473 0.215
C -0.922 0.973 0.117
C -1.619 0.095 -0.919
C -1.855 -1.403 -0.575
C -0.543 -2.117 -0.381
C 0.748 -1.538 -0.145
C 1.398 -0.444 -0.973
C 1.709 0.892 -0.221
C 0.039 -2.159 2.812
H 0.492 2.409 0.801
H -1.653 1.635 0.627
H -1.090 0.093 -1.894
H -2.583 0.571 -1.167
H -2.536 -1.437 0.303
H -2.405 -1.886 -1.412
H -0.600 -3.204 -0.160
H 1.495 -2.254 0.253
H 0.712 -0.189 -1.809
H 2.299 -0.830 -1.472
H 2.349 0.629 0.660
H 2.297 1.601 -0.853
H 0.819 -1.982 3.572
H 0.250 -3.071 2.222
H -0.931 -2.254 3.332
C 2.025 1.455 6.461
C 2.514 0.770 5.325
C 1.684 0.519 4.243
C 0.331 0.925 4.257
C -0.604 0.619 3.223
C -1.915 1.047 3.261
C -2.357 1.794 4.361
C -1.503 2.096 5.404
C -0.158 1.662 5.394
C 0.714 1.898 6.483
H 2.663 1.634 7.315
H 3.545 0.438 5.322
H 2.076 -0.010 3.371
H -2.576 0.781 2.441
H -3.386 2.134 4.373
H -1.857 2.672 6.262
H 0.309 2.432 7.343
*
```

ΔE to the lowest compared entry with this formula, charge and spin: 21.6 kcal per mole
lowest unoccupied orbital energy (spin up / spin down): 0.020 / -0.082 Eh
⟨S²⟩: 2.02
HOMO (spin up / spin down): -5.0 / -7.1 eV

DFT (the ωB97M-V functional and the def2-TZVPD basis) results for a structure of composition C25H39AsClMoN2O2Si3.

The geometry in ORCA input format:
```
! RIJCOSX wB97M-V def2-TZVPD def2/J DEFGRID3
* xyz 3 3
Mo 1.033 -1.127 0.099
N 3.162 -0.640 0.271
C 3.700 -1.777 1.013
C 4.923 -2.350 0.825
C 5.325 -3.436 1.634
C 4.516 -3.905 2.630
C 3.234 -3.339 2.830
C 2.323 -3.754 3.826
C 1.085 -3.162 3.921
C 0.717 -2.191 2.991
N 1.551 -1.762 2.044
C 2.820 -2.292 1.990
H 3.664 -0.504 -0.606
H 3.276 0.217 0.816
H 5.605 -1.965 0.075
H 6.297 -3.878 1.467
H 4.841 -4.715 3.270
H 2.605 -4.545 4.510
H 0.377 -3.460 4.681
H -0.274 -1.753 2.997
C -2.533 7.040 1.575
Si -1.498 5.728 2.293
C -2.224 4.326 3.209
C 0.317 5.785 2.110
As 0.207 1.145 0.080
Si 1.244 1.964 -1.969
C 1.529 0.567 -3.178
C 0.031 3.223 -2.610
C 2.859 2.730 -1.398
Si -2.120 0.681 -0.431
C -2.979 2.336 -0.247
C -2.663 -0.523 0.888
C -2.258 -0.016 -2.157
H -2.309 7.988 2.081
H -3.599 6.839 1.666
H -2.273 7.194 0.523
H -1.938 4.407 4.265
H -1.805 3.385 2.844
H -3.311 4.303 3.147
H 0.761 6.021 3.085
H 0.644 6.540 1.396
H 0.702 4.803 1.823
H 0.691 0.472 -3.871
H 1.674 -0.423 -2.737
H 2.418 0.786 -3.774
H -0.832 2.751 -3.083
H 0.522 3.840 -3.367
H -0.324 3.892 -1.824
H 3.701 2.341 -1.975
H 3.070 2.577 -0.338
H 2.840 3.809 -1.560
H -3.397 2.445 0.756
H -3.805 2.406 -0.958
H -2.308 3.173 -0.449
H -2.439 -0.159 1.892
H -2.202 -1.505 0.751
H -3.745 -0.671 0.824
H -2.628 0.739 -2.853
H -2.973 -0.842 -2.158
H -1.313 -0.396 -2.546
Cl -4.650 -6.628 -2.665
C -3.328 -5.551 -2.526
C -2.564 -5.253 -3.650
C -1.493 -4.392 -3.530
C -1.194 -3.816 -2.290
C -1.970 -4.121 -1.169
C -3.034 -4.990 -1.284
C -0.048 -2.925 -2.243
O 0.793 -2.691 -3.044
O 0.042 -2.189 -0.986
H -2.812 -5.700 -4.602
H -0.880 -4.158 -4.390
H -1.732 -3.697 -0.203
H -3.640 -5.249 -0.427
*
```

ΔE to the lowest compared entry with this formula, charge and spin: 0.0 kcal per mole
lowest unoccupied orbital energy (spin up / spin down): -0.344 / -0.338 Eh
⟨S²⟩: 2.03
HOMO (spin up / spin down): -15.4 / -15.4 eV

DFT (the ωB97M-V functional and the def2-TZVPD basis) results for a structure of composition C25H39BEuN2O3 in a non-equilibrium geometry.

The geometry in ORCA input format:
```
! RIJCOSX wB97M-V def2-TZVPD def2/J DEFGRID3
* xyz 2 8
C -5.487 -2.961 -0.951
C -4.426 -1.947 -1.527
C -3.349 -2.604 -2.473
C -2.812 -3.997 -1.997
C -1.710 -3.878 -0.870
C -1.423 -5.239 -0.142
C -0.136 -5.179 0.805
C 0.046 -3.750 1.456
C 0.919 -3.782 2.791
C 0.293 -2.818 3.897
C 1.317 -1.683 4.364
C 0.812 -0.231 4.023
C 1.362 0.346 2.688
C 2.482 -0.224 1.951
C 2.907 0.404 0.716
C 2.204 1.606 0.143
N 2.679 2.097 -1.045
C 1.976 3.163 -1.517
B 2.467 3.754 -2.959
O 2.501 2.799 -3.995
C 2.928 5.269 -3.234
C 3.889 5.883 -2.125
C 0.831 3.724 -0.764
C 0.088 4.944 -1.410
C -0.858 4.524 -2.580
O -1.987 4.230 -2.343
O -0.465 4.519 -3.929
N 0.352 3.303 0.430
C 1.083 2.214 0.832
C 0.677 1.573 2.145
C -0.488 2.202 2.955
H -5.929 -3.603 -1.754
H -6.315 -2.366 -0.482
H -4.981 -3.583 -0.168
H -4.996 -1.208 -2.156
H -3.963 -1.353 -0.698
H -2.495 -1.880 -2.572
H -3.788 -2.706 -3.500
H -2.297 -4.481 -2.877
H -3.619 -4.720 -1.699
H -2.084 -3.126 -0.118
H -0.779 -3.489 -1.365
H -1.273 -6.029 -0.931
H -2.311 -5.555 0.468
H 0.745 -5.457 0.168
H -0.228 -5.963 1.594
H -0.985 -3.383 1.700
H 0.486 -3.057 0.692
H 1.979 -3.491 2.563
H 0.894 -4.849 3.139
H -0.684 -2.375 3.556
H 0.055 -3.487 4.768
H 2.350 -1.902 4.006
H 1.349 -1.767 5.484
H 0.941 0.498 4.872
H -0.306 -0.299 3.878
H 3.023 -1.124 2.300
H 3.761 -0.016 0.129
H 3.391 2.399 -4.059
H 3.516 5.267 -4.195
H 2.031 5.920 -3.449
H 3.791 7.018 -2.118
H 4.939 5.693 -2.483
H 3.758 5.428 -1.113
H 0.800 5.771 -1.676
H -0.576 5.382 -0.617
H -0.125 3.631 -4.155
H -0.239 2.174 4.050
H -0.595 3.291 2.704
H -1.428 1.647 2.710
Eu 3.517 8.890 -1.930
*
```

lowest unoccupied orbital energy (spin up / spin down): -0.377 / -0.369 Eh
⟨S²⟩: 15.77
HOMO (spin up / spin down): -12.0 / -12.2 eV

Which energy belongs to each record? In order, -2641.749138, -1777.170777, -4867.835118, -2045.647476 Eh.